Density functional theory data (ωB97M-V/def2-TZVPD) for a 7-piece molecular cluster, C24H60N2O7 overall.

Last column: Mulliken charge in e.
Cartesian coordinates (Å):
C (-1.993, 1.951, 4.360)  -1.949
C (-2.257, 1.190, 3.108)  1.987
C (-1.343, 1.772, 1.912)  -1.320
C (-1.896, -0.275, 3.352)  -1.493
C (-2.153, -1.179, 2.153)  0.854
C (-3.611, -1.125, 1.818)  -1.523
C (-4.192, 0.335, 1.686)  1.745
C (-3.915, 0.882, 0.283)  -1.220
C (-5.658, 0.320, 1.865)  -1.981
N (-3.661, 1.181, 2.855)  0.038
O (-4.176, 2.572, 2.681)  -0.507
H (-2.701, 1.678, 5.172)  0.459
H (-0.962, 1.670, 4.662)  0.261
H (-1.963, 3.025, 4.204)  0.411
H (-1.497, 2.840, 1.836)  0.486
H (-0.313, 1.724, 2.178)  0.600
H (-1.474, 1.194, 0.992)  -0.220
H (-0.823, -0.320, 3.497)  0.184
H (-2.357, -0.637, 4.271)  0.468
H (-1.581, -0.898, 1.225)  -0.748
H (-1.904, -2.178, 2.518)  0.712
H (-4.291, -1.567, 2.585)  0.433
H (-3.912, -1.580, 0.825)  0.115
H (-2.965, 0.549, -0.142)  0.009
H (-3.761, 1.966, 0.219)  0.297
H (-4.708, 0.534, -0.391)  0.349
H (-6.016, -0.013, 2.820)  0.474
H (-6.034, -0.321, 1.076)  0.456
H (-6.129, 1.305, 1.588)  0.374
H (-4.676, 2.807, 3.437)  0.314
C (3.320, 2.842, -3.458)  -1.800
C (2.894, 1.393, -3.078)  1.672
C (3.961, 0.538, -3.607)  -2.104
C (2.756, 1.216, -1.493)  -0.990
C (1.507, 1.841, -0.901)  -0.614
C (0.285, 1.354, -1.680)  -0.502
C (0.370, 1.670, -3.198)  1.707
C (-0.869, 1.048, -3.892)  -1.589
C (0.268, 3.157, -3.543)  -2.075
N (1.608, 1.050, -3.745)  1.133
O (1.741, 1.238, -5.138)  -0.649
H (3.161, 2.906, -4.524)  0.433
H (2.927, 3.700, -2.936)  0.257
H (4.399, 2.861, -3.467)  0.535
H (4.988, 0.761, -3.249)  0.460
H (3.845, -0.511, -3.400)  0.270
H (4.027, 0.754, -4.648)  0.576
H (2.878, 0.116, -1.189)  -0.046
H (3.734, 1.710, -1.227)  0.436
H (1.374, 1.524, 0.097)  0.027
H (1.559, 2.897, -0.982)  0.541
H (-0.553, 1.907, -1.266)  0.420
H (0.140, 0.281, -1.465)  -0.421
H (-0.925, 1.286, -4.985)  0.376
H (-1.807, 1.445, -3.396)  0.384
H (-0.831, -0.026, -3.672)  0.239
H (-0.754, 3.494, -3.355)  0.511
H (0.476, 3.301, -4.602)  0.420
H (0.882, 3.894, -3.052)  0.270
H (1.707, 0.341, -5.527)  0.261
C (2.157, -4.849, 0.646)  -0.820
C (3.171, -3.824, 0.260)  -0.356
O (2.518, -2.586, -0.103)  -0.544
H (1.515, -4.375, 1.397)  0.130
H (2.598, -5.696, 1.176)  0.391
H (1.509, -5.234, -0.137)  0.248
H (3.900, -3.981, -0.561)  0.277
H (3.781, -3.627, 1.136)  0.282
H (1.706, -2.716, -0.574)  0.525
C (-1.703, -3.682, -0.675)  -1.451
C (-1.185, -2.605, -1.624)  0.457
O (0.244, -2.737, -1.661)  -0.622
H (-2.687, -3.448, -0.358)  0.396
H (-1.261, -3.787, 0.290)  0.281
H (-1.647, -4.683, -1.165)  0.351
H (-1.535, -1.567, -1.363)  -0.235
H (-1.568, -2.734, -2.642)  0.452
H (0.576, -2.402, -2.553)  0.195
C (2.746, -0.016, 4.957)  -1.073
C (2.953, 0.999, 3.829)  -0.350
O (1.941, 1.030, 2.809)  -0.395
H (3.710, 0.059, 5.557)  0.355
H (2.639, -0.975, 4.590)  0.331
H (1.933, 0.223, 5.644)  0.246
H (3.953, 0.813, 3.432)  0.301
H (2.953, 1.996, 4.295)  0.343
H (1.667, 0.109, 2.673)  0.190
O (1.317, -1.459, -4.225)  -0.840
H (1.482, -0.573, -3.745)  0.471
H (2.039, -2.008, -4.189)  0.254
O (0.892, -1.545, 1.930)  -0.475
H (1.524, -1.715, 1.236)  0.396
H (0.013, -1.799, 1.650)  0.087

Results
2S+1: 1
Energy above the lowest of the compared OMol25 structures with the same formula, charge and spin: 28.5 kcal/mol
Gap between HOMO and LUMO: 0.3353 hartree
HOMO energy: -8.52 eV

Density functional theory data (ωB97M-V/def2-TZVPD) for a 10-piece molecular cluster, C24H60O14S8 overall.

Last column: Mulliken charge in e.
Cartesian coordinates (Å):
C (-4.376, -3.098, 2.408)  -1.611
C (-3.677, -1.947, 1.731)  0.808
C (-4.505, -1.057, 0.814)  -0.039
O (-4.542, 0.196, 1.516)  -0.374
C (-3.682, 0.204, 2.533)  0.612
O (-3.406, 1.167, 3.174)  -0.564
O (-3.187, -1.034, 2.734)  -0.143
H (-5.236, -2.726, 2.973)  0.389
H (-3.712, -3.546, 3.149)  0.359
H (-4.710, -3.867, 1.714)  0.396
H (-2.784, -2.286, 1.206)  -0.137
H (-5.534, -1.429, 0.765)  0.313
H (-4.183, -0.900, -0.210)  0.023
C (-5.658, 4.104, -0.759)  -1.575
C (-4.538, 3.110, -0.510)  0.893
C (-4.113, 2.282, -1.738)  -0.849
O (-2.716, 2.131, -1.520)  0.547
C (-2.273, 3.170, -0.821)  0.061
O (-1.129, 3.512, -0.703)  -0.455
O (-3.306, 3.867, -0.306)  -0.395
H (-5.698, 4.433, -1.796)  0.376
H (-5.686, 4.897, -0.019)  0.364
H (-6.605, 3.560, -0.646)  0.398
H (-4.698, 2.504, 0.377)  0.039
H (-4.382, 2.751, -2.686)  0.379
H (-4.633, 1.326, -1.763)  0.350
C (0.550, -1.064, 0.485)  -0.126
S (-0.016, -1.338, -1.248)  0.505
O (-1.522, -1.394, -1.246)  -0.577
C (0.477, 0.337, -1.761)  -0.575
H (0.209, -1.792, 1.214)  0.475
H (0.045, -0.132, 0.746)  -0.108
H (1.611, -0.832, 0.460)  -0.157
H (-0.094, 1.043, -1.145)  -0.074
H (0.157, 0.514, -2.783)  0.324
H (1.521, 0.507, -1.506)  0.218
C (3.182, -2.569, 2.347)  -0.320
S (4.693, -2.337, 3.332)  0.376
O (5.429, -1.156, 2.725)  -0.603
C (3.809, -1.595, 4.794)  -0.668
H (2.442, -3.271, 2.736)  0.428
H (3.567, -3.037, 1.436)  0.246
H (2.686, -1.634, 2.099)  -0.286
H (3.513, -0.583, 4.544)  0.069
H (4.480, -1.682, 5.646)  0.473
H (2.942, -2.222, 5.009)  0.201
C (-2.072, 1.385, -4.756)  -1.155
S (-2.578, -0.092, -3.822)  0.919
O (-4.091, -0.076, -4.007)  -0.736
C (-1.938, -1.319, -4.972)  -1.248
H (-0.982, 1.425, -4.822)  0.362
H (-2.523, 2.258, -4.295)  0.097
H (-2.403, 1.337, -5.796)  0.543
H (-2.222, -2.331, -4.710)  0.344
H (-0.875, -1.126, -5.158)  0.339
H (-2.286, -1.089, -5.987)  0.439
C (-0.423, 5.087, -3.641)  -0.460
S (1.312, 4.981, -4.157)  0.432
O (1.848, 6.377, -4.065)  -0.637
C (1.870, 4.064, -2.710)  -0.398
H (-0.798, 4.076, -3.499)  -0.220
H (-0.937, 5.559, -4.479)  0.438
H (-0.505, 5.750, -2.783)  0.319
H (1.266, 3.188, -2.473)  -0.178
H (1.924, 4.773, -1.883)  0.341
H (2.877, 3.666, -2.857)  0.361
C (0.327, 2.753, 2.051)  -0.348
S (1.614, 1.815, 2.907)  0.303
O (1.128, 0.397, 2.930)  -0.381
C (2.844, 1.919, 1.560)  -0.515
H (0.113, 2.259, 1.106)  -0.455
H (0.613, 3.792, 1.889)  0.510
H (-0.557, 2.749, 2.690)  0.421
H (3.394, 2.855, 1.649)  0.587
H (2.388, 1.858, 0.568)  -0.088
H (3.531, 1.072, 1.614)  0.148
C (5.402, 0.650, -1.921)  -0.975
S (5.033, -0.949, -1.142)  0.652
O (3.565, -1.138, -1.470)  -0.624
C (5.977, -1.971, -2.275)  -1.152
H (4.710, 1.341, -1.446)  0.140
H (5.286, 0.584, -3.001)  0.348
H (6.437, 0.926, -1.712)  0.464
H (7.053, -1.801, -2.258)  0.398
H (5.616, -1.839, -3.295)  0.338
H (5.823, -3.004, -1.960)  0.344
C (1.909, -4.150, -2.082)  -0.400
S (2.195, -5.393, -0.772)  0.512
O (2.606, -6.676, -1.459)  -0.668
C (0.489, -5.567, -0.187)  -0.727
H (2.237, -3.196, -1.673)  -0.144
H (0.877, -4.250, -2.410)  0.270
H (2.564, -4.314, -2.937)  0.426
H (0.078, -4.592, 0.093)  0.052
H (0.479, -6.192, 0.700)  0.382
H (-0.131, -5.934, -1.006)  0.357
C (-0.436, -1.887, 4.547)  -0.097
S (-0.880, -0.299, 5.255)  0.716
O (-1.876, -0.545, 6.345)  -0.725
C (0.674, 0.040, 6.123)  -0.924
H (0.441, -1.738, 3.921)  -0.235
H (-1.319, -2.282, 4.052)  -0.117
H (-0.194, -2.586, 5.354)  0.495
H (0.949, -0.891, 6.623)  0.297
H (0.410, 0.757, 6.900)  0.386
H (1.457, 0.448, 5.494)  0.139

Results
2S+1: 1
Energy above the lowest of the compared OMol25 structures with the same formula, charge and spin: 8.8 kcal/mol
Gap between HOMO and LUMO: 0.3060 hartree
HOMO energy: -8.29 eV

Density functional theory data (ωB97M-V/def2-TZVPD) for C24H61CrN5O9 as an isolated structure.

Last column: Löwdin spin population.
Cartesian coordinates (Å):
Cr (2.477, 3.470, 1.353)  3.651
C (0.654, 0.019, 0.272)  -0.005
C (1.226, 1.327, 0.653)  0.008
O (1.679, 2.170, -0.171)  -0.050
O (1.412, 1.741, 1.852)  -0.161
H (1.051, -0.754, 0.932)  0.000
H (1.011, -0.192, -0.738)  -0.002
H (-0.432, -0.036, 0.313)  0.001
C (6.080, 1.686, 2.352)  -0.009
C (4.833, 2.355, 1.940)  -0.003
O (4.306, 2.262, 0.802)  -0.305
O (4.068, 2.989, 2.723)  -0.115
H (5.985, 1.279, 3.361)  -0.002
H (6.942, 2.350, 2.427)  0.001
H (6.344, 0.860, 1.694)  -0.002
C (-3.348, -2.382, -2.390)  0.000
C (-2.896, -3.079, -1.104)  0.000
C (-1.402, -2.861, -0.890)  0.000
O (-0.643, -3.637, -1.769)  0.000
C (0.696, -3.729, -1.385)  0.000
N (-3.673, -2.520, 0.015)  0.000
H (-3.319, -1.308, -2.203)  0.000
H (-4.353, -2.672, -2.699)  0.000
H (-2.701, -2.660, -3.227)  0.000
H (-3.107, -4.147, -1.233)  0.000
H (-1.147, -3.085, 0.158)  0.000
H (-1.189, -1.783, -0.971)  0.000
H (1.208, -2.762, -1.492)  0.000
H (1.241, -4.437, -2.010)  0.000
H (0.800, -4.122, -0.364)  0.000
H (-3.184, -2.820, 0.867)  0.000
H (-4.536, -3.058, 0.056)  0.000
C (-1.425, 1.085, -2.755)  0.000
C (-0.427, 1.816, -3.663)  0.000
C (-0.610, 3.337, -3.633)  0.000
O (0.050, 3.852, -2.500)  0.000
C (-0.167, 5.213, -2.213)  0.000
N (0.921, 1.401, -3.247)  -0.001
H (-1.301, 1.390, -1.712)  0.000
H (-1.328, 0.010, -2.868)  0.000
H (-2.415, 1.442, -3.048)  0.000
H (-0.594, 1.439, -4.673)  0.000
H (-1.667, 3.619, -3.744)  0.000
H (-0.205, 3.811, -4.542)  0.000
H (0.207, 5.334, -1.193)  0.001
H (-1.225, 5.478, -2.255)  0.000
H (0.452, 5.835, -2.867)  0.000
H (1.622, 1.940, -3.746)  0.000
H (1.035, 1.729, -2.290)  0.000
C (-4.957, -0.362, 3.425)  0.000
C (-4.889, 0.592, 2.244)  0.000
C (-3.468, 1.119, 1.999)  0.000
O (-3.601, 2.213, 1.097)  0.000
C (-2.381, 2.847, 0.841)  0.000
N (-5.457, 0.010, 1.033)  0.000
H (-5.970, -0.508, 3.798)  0.000
H (-4.463, 0.048, 4.316)  0.000
H (-4.451, -1.308, 3.217)  0.000
H (-5.486, 1.479, 2.483)  0.000
H (-2.855, 0.355, 1.505)  0.000
H (-3.013, 1.431, 2.948)  0.000
H (-2.592, 3.676, 0.163)  0.000
H (-1.676, 2.184, 0.319)  0.000
H (-1.894, 3.276, 1.725)  0.000
H (-5.384, 0.742, 0.328)  0.000
H (-4.768, -0.688, 0.732)  0.000
C (3.907, 3.398, -3.787)  0.000
C (4.532, 2.555, -2.669)  0.000
C (5.498, 1.525, -3.246)  0.000
O (6.270, 0.897, -2.242)  0.000
C (5.630, -0.058, -1.441)  -0.002
N (5.148, 3.474, -1.709)  -0.002
H (4.614, 4.048, -4.312)  0.000
H (3.157, 4.068, -3.365)  0.000
H (3.451, 2.787, -4.567)  0.000
H (3.662, 1.997, -2.307)  0.000
H (6.210, 2.047, -3.891)  0.000
H (5.005, 0.786, -3.885)  0.000
H (6.283, -0.244, -0.587)  0.000
H (5.457, -0.994, -1.980)  0.000
H (4.674, 0.303, -1.037)  -0.001
H (5.970, 3.881, -2.152)  0.000
H (5.559, 2.857, -1.010)  -0.001
C (-0.792, -5.653, 3.104)  0.000
C (-1.440, -4.764, 4.154)  0.000
C (-2.482, -3.868, 3.517)  0.000
O (-1.978, -2.901, 2.606)  0.000
C (-1.456, -1.752, 3.219)  0.000
N (-2.099, -5.576, 5.186)  0.000
H (-1.453, -6.403, 2.667)  0.000
H (-0.003, -6.284, 3.528)  0.000
H (-0.335, -5.017, 2.345)  0.000
H (-0.619, -4.204, 4.618)  0.000
H (-3.068, -3.356, 4.294)  0.000
H (-3.258, -4.393, 2.958)  0.000
H (-1.215, -0.977, 2.493)  0.000
H (-0.495, -1.968, 3.703)  0.000
H (-2.157, -1.310, 3.932)  0.000
H (-2.408, -4.944, 5.917)  0.000
H (-1.473, -6.253, 5.600)  0.000

Results
2S+1: 4
Net charge: +1
Energy above the lowest of the compared OMol25 structures with the same formula, charge and spin: 54.5 kcal/mol
Gap between HOMO and LUMO (alpha / beta): 0.1182 / 0.2034 hartree
HOMO energy (alpha / beta): -10.72 / -10.72 eV

Density functional theory data (ωB97M-V/def2-TZVPD) for a 9-piece molecular cluster, C24H62Cl6N2O18P4 overall.

Last column: Mulliken charge in e.
Cartesian coordinates (Å):
C (3.091, -1.518, 2.095)  -0.726
O (2.737, -0.847, 3.300)  0.144
P (3.458, -1.123, 4.698)  0.494
O (2.994, -0.195, 5.736)  -0.752
O (3.068, -2.656, 5.007)  -0.182
C (3.688, -3.260, 6.158)  -0.831
O (5.031, -1.226, 4.421)  -0.193
C (5.913, -0.172, 4.725)  -0.720
H (2.184, -1.534, 1.495)  0.122
H (3.503, -2.514, 2.261)  0.517
H (3.845, -0.984, 1.508)  0.326
H (3.954, -2.465, 6.860)  0.352
H (4.600, -3.793, 5.900)  0.267
H (2.920, -3.864, 6.631)  0.280
H (6.911, -0.557, 4.953)  0.296
H (5.687, 0.344, 5.664)  0.334
H (6.011, 0.585, 3.946)  0.218
C (-4.728, 3.076, 2.878)  -0.701
O (-4.953, 3.755, 1.632)  -0.099
P (-5.289, 5.291, 1.563)  0.995
O (-6.242, 5.839, 2.559)  -0.794
O (-3.871, 6.031, 1.677)  -0.408
C (-2.790, 5.659, 0.850)  -0.333
O (-5.725, 5.457, 0.029)  -0.232
C (-5.575, 6.706, -0.641)  -0.701
H (-5.276, 2.145, 2.850)  0.212
H (-4.963, 3.677, 3.755)  0.413
H (-3.652, 2.907, 2.923)  0.245
H (-2.421, 6.484, 0.227)  0.324
H (-3.022, 4.848, 0.160)  -0.104
H (-1.909, 5.449, 1.463)  0.332
H (-6.525, 7.100, -0.987)  0.300
H (-4.993, 6.433, -1.529)  0.174
H (-4.952, 7.483, -0.199)  0.346
C (2.376, -4.299, -4.684)  -0.608
O (1.129, -3.987, -4.114)  -0.299
P (-0.069, -3.314, -4.882)  0.752
O (-1.150, -2.960, -3.969)  -0.356
O (-0.389, -4.378, -6.051)  -0.384
C (-1.518, -4.049, -6.869)  -0.645
O (0.526, -2.091, -5.734)  -0.309
C (1.181, -1.026, -5.027)  -0.290
H (2.584, -5.353, -4.883)  0.313
H (3.194, -4.073, -3.992)  0.092
H (2.575, -3.718, -5.587)  0.338
H (-2.043, -3.124, -6.631)  0.238
H (-2.170, -4.910, -6.982)  0.290
H (-1.127, -3.835, -7.873)  0.264
H (0.848, -0.115, -5.514)  0.293
H (2.260, -1.085, -5.174)  0.283
H (0.988, -1.026, -3.956)  -0.048
C (-3.821, -1.435, 3.243)  -0.823
O (-2.642, -0.650, 3.420)  0.055
P (-1.693, -0.835, 4.686)  0.910
O (-2.432, -1.095, 5.928)  -0.784
O (-0.624, -1.927, 4.144)  -0.139
C (-0.455, -3.189, 4.784)  -0.457
O (-0.828, 0.485, 4.742)  -0.470
C (0.030, 0.858, 3.677)  -0.370
H (-4.625, -0.738, 3.024)  0.189
H (-4.122, -1.902, 4.182)  0.345
H (-3.676, -2.164, 2.451)  0.305
H (-0.661, -4.043, 4.139)  0.289
H (-1.047, -3.220, 5.696)  0.395
H (0.603, -3.299, 5.028)  -0.151
H (0.973, 1.369, 3.872)  0.326
H (-0.523, 1.627, 3.123)  0.138
H (0.282, 0.027, 3.021)  0.207
C (2.842, -2.772, -1.350)  -0.375
N (4.190, -2.656, -1.897)  -0.083
C (5.276, -3.129, -1.263)  0.708
C (6.582, -3.017, -2.047)  -1.108
O (5.243, -3.678, -0.173)  -0.638
H (2.359, -1.801, -1.434)  -0.117
H (2.973, -3.012, -0.297)  0.273
H (2.244, -3.535, -1.844)  0.367
H (4.292, -2.156, -2.760)  0.261
H (7.181, -3.906, -1.896)  0.329
H (6.979, -2.032, -1.802)  0.283
H (6.333, -2.970, -3.111)  0.309
C (-1.705, 2.064, 0.434)  0.072
N (-0.944, 1.044, -0.263)  0.540
C (0.349, 0.723, -0.174)  0.080
C (0.937, -0.162, -1.295)  -0.717
O (1.120, 1.189, 0.658)  -0.546
H (-1.137, 2.926, 0.785)  0.275
H (-2.129, 1.607, 1.330)  -0.022
H (-2.454, 2.410, -0.276)  -0.450
H (-1.418, 0.724, -1.086)  -0.271
H (0.202, -0.406, -2.063)  0.036
H (1.106, -1.131, -0.818)  0.268
H (1.882, 0.305, -1.544)  0.497
Cl (-4.586, 3.187, -1.903)  -0.070
C (-3.511, 2.821, -3.263)  -0.192
C (-2.914, 4.062, -3.926)  -0.566
Cl (-1.978, 5.022, -2.749)  -0.167
H (-4.021, 2.250, -4.039)  0.381
H (-2.688, 2.182, -2.938)  -0.061
H (-3.759, 4.684, -4.213)  0.320
H (-2.245, 3.770, -4.727)  0.382
Cl (-3.079, -0.810, -2.260)  -0.132
C (-3.354, -2.466, -2.878)  -0.446
C (-3.828, -2.466, -4.336)  0.043
Cl (-4.822, -3.933, -4.628)  -0.230
H (-4.134, -2.927, -2.280)  0.500
H (-2.418, -3.019, -2.884)  0.277
H (-2.951, -2.532, -4.974)  -0.239
H (-4.461, -1.614, -4.563)  0.352
Cl (2.217, 5.075, 1.255)  -0.216
C (3.050, 3.709, 0.502)  -0.118
C (3.411, 2.672, 1.531)  0.524
Cl (4.805, 3.191, 2.516)  -0.236
H (3.850, 4.158, -0.074)  0.420
H (2.316, 3.205, -0.130)  -0.015
H (3.582, 1.657, 1.164)  -0.091
H (2.573, 2.406, 2.175)  -0.200

Results
2S+1: 1
Gap between HOMO and LUMO: 0.3608 hartree
HOMO energy: -10.08 eV

- The highest 2S+1 belongs to which entry?
  C24H61CrN5O9

- The highest 2S+1 belongs to which entry?
  C24H61CrN5O9

- Look up the 2S+1 of the third one.
  4

- Number 2 is which compound?
  C24H60O14S8